DFT (wB97M-V/def2-TZVPD) results for C5H10O in the gas phase in a non-equilibrium geometry.

Element x y z (Å)
O 0.76626 1.19181 -0.14406
C 0.03685 1.06678 1.04919
C -1.28850 0.26985 -0.35452
C 0.45904 -0.14520 1.89410
C 0.35014 -0.87093 -1.56693
C -0.04680 0.55352 -1.10106
H -2.14255 0.19772 -1.07844
H -0.08429 -1.05938 1.63860
H 0.33957 0.01997 2.97175
H -0.49287 -1.53246 -1.85131
H 1.00074 -0.78983 -2.42555
H -1.28326 -0.63630 0.22538
H -0.12470 1.24729 -1.95385
H 0.84602 -1.35493 -0.72051
H 1.52771 -0.35251 1.72297
H 0.27490 1.96963 1.66034

Summary:
HOMO in eV: -8.75
Kohn-Sham gap in eV: 9.4
ΔE to the lowest compared entry with this formula, charge and spin in eV: 4.273
M in g mol⁻¹: 86.13
LUMO energy in eV: 0.60
Energy in Ha: -271.5956